ORCA calculation (the ωB97M-V functional and the def2-TZVPD basis) on 2 unconnected molecules or ions with the total composition C44H41F5IN3O6S2 in a non-equilibrium geometry.

Geometry as XYZ:
```
102
Properties=species:S:1:pos:R:3:forces:R:3:lowdin_charge:R:1
C -0.982781 0.185842 4.616689 -0.30 0.16 -0.09 -0.154
C -1.307987 -0.352750 3.213665 0.76 0.27 0.24 -0.774
I -3.310270 -1.100833 3.106892 0.01 -0.09 -0.09 0.858
C -0.998437 0.656414 2.091179 -0.26 -0.12 0.15 -0.239
C -0.479433 0.001510 0.840610 0.20 -0.11 -0.26 -0.175
C 0.820735 -0.525779 0.829699 -0.34 -0.42 -0.29 -0.122
C 1.735366 -0.381728 2.017195 0.11 0.82 0.05 -0.095
C 2.669459 0.879195 1.930359 -0.21 -0.78 -0.69 -0.158
C 2.260661 1.905838 0.881035 0.46 0.56 0.76 -0.145
C 3.036187 3.211293 0.970947 -0.26 -0.01 -0.19 -0.209
C 2.585781 4.270714 0.175105 0.32 0.10 0.15 -0.049
C 3.203217 5.514619 0.204347 -0.17 -0.64 0.18 -0.087
C 4.290390 5.708424 1.050256 -0.23 -0.08 -0.22 -0.101
C 4.752592 4.654596 1.827373 0.10 0.28 0.06 -0.087
C 4.134610 3.407461 1.800957 -0.24 0.32 -0.37 -0.041
C 1.280031 -1.186473 -0.318685 0.28 0.00 0.13 -0.076
C 2.670795 -1.763368 -0.240521 -0.82 0.42 -0.43 -0.292
C 2.813451 -3.081591 0.156311 0.09 -0.43 0.27 -0.028
C 4.075458 -3.616606 0.294783 -0.07 0.60 -0.03 -0.040
C 5.136208 -2.767406 0.014483 0.10 -0.45 0.08 -0.050
C 4.879806 -1.483636 -0.404216 0.36 0.61 -0.22 -0.119
N 3.664970 -0.934420 -0.542295 0.21 -0.88 0.39 0.149
C 0.472435 -1.279290 -1.459137 0.15 0.34 -0.05 -0.125
S 1.050351 -2.130592 -2.914153 -0.68 -1.95 -0.26 0.801
O -0.054107 -2.738218 -3.601986 -0.13 0.54 0.05 -0.266
O 2.112329 -3.046435 -2.609872 0.49 0.84 0.18 -0.256
C 1.644653 -0.817539 -4.105891 -0.07 0.35 0.66 -0.468
F 0.840359 0.242914 -3.934426 -0.11 0.31 -0.01 0.125
F 1.462328 -1.284278 -5.329532 0.07 -0.45 -0.34 0.151
C 3.104507 -0.318907 -3.962660 -0.31 0.26 -0.79 -0.607
F 3.408809 0.323550 -5.098883 0.09 0.13 -0.25 0.170
F 3.202630 0.550819 -2.983564 0.04 0.19 0.64 0.189
F 3.964631 -1.298994 -3.811748 0.33 -0.43 0.22 0.194
C -0.810716 -0.706553 -1.484893 0.43 -0.35 0.25 -0.224
C -1.258037 -0.097415 -0.315884 -0.52 0.48 0.00 -0.340
S -2.903051 0.598637 -0.314186 -0.11 -0.05 -0.21 1.027
C -2.974109 1.192925 -1.990456 0.26 -0.20 0.50 -0.409
C -3.675874 2.351771 -2.300588 0.03 0.02 -0.61 -0.039
C -3.738270 2.794371 -3.627676 0.48 -0.43 0.37 -0.234
C -4.519871 4.015748 -4.001231 -0.79 -0.06 -0.13 -0.119
C -5.994123 3.722445 -4.416778 -0.18 0.13 0.09 -0.092
C -6.623325 2.583200 -3.659572 -0.10 0.81 0.06 -0.446
O -6.483579 1.446749 -3.977349 0.07 -1.07 -0.21 0.139
N -7.447346 3.002528 -2.538773 -0.07 -0.21 0.29 0.080
C -7.070181 2.428933 -1.263587 0.09 0.27 0.52 -0.269
C -6.787405 3.322223 -0.232202 0.10 0.12 0.10 -0.042
C -6.421804 2.872457 1.030976 -0.14 -0.44 -0.53 -0.082
C -6.344096 1.504297 1.263041 0.05 0.05 0.21 -0.104
C -6.645918 0.590902 0.256990 0.15 0.74 -0.01 -0.080
C -7.003237 1.065264 -1.001105 -0.02 -0.35 -0.10 -0.027
C -3.049912 2.057250 -4.588272 -0.13 -0.04 0.08 -0.023
C -2.346289 0.902945 -4.267424 -0.17 0.36 -0.04 0.007
C -2.303343 0.447056 -2.953811 -0.39 0.36 -0.60 -0.256
N -1.603905 -0.752744 -2.652706 -0.16 0.41 0.34 0.054
H -1.879810 0.434373 5.173692 -0.05 0.00 0.15 0.045
H -0.402704 -0.539834 5.178666 -0.09 -0.14 0.14 0.077
H -0.388944 1.096555 4.558753 0.09 0.05 -0.09 0.073
H -0.673449 -1.217035 3.065537 -0.22 -0.31 -0.19 0.057
H -1.877379 1.262003 1.892156 -0.01 0.11 -0.10 0.067
H -0.235988 1.333577 2.468482 0.12 0.08 0.04 0.103
H 2.351242 -1.265932 2.134130 0.06 -0.14 0.01 0.116
H 1.162828 -0.283169 2.931657 -0.14 -0.12 0.06 0.086
H 3.641674 0.498503 1.629827 0.31 0.16 0.28 0.100
H 2.725790 1.330087 2.916661 0.13 0.08 0.10 0.111
H 2.416577 1.508216 -0.119153 -0.26 -0.20 -0.10 0.116
H 1.219308 2.182993 1.032742 -0.25 -0.12 -0.32 0.110
H 1.736921 4.112625 -0.477559 -0.08 -0.04 -0.03 0.112
H 2.803468 6.295364 -0.423998 0.13 0.23 0.00 0.098
H 4.753286 6.682925 1.083147 0.19 0.02 0.12 0.096
H 5.602671 4.835991 2.470932 0.05 -0.13 0.08 0.099
H 4.492113 2.596424 2.414316 0.15 -0.01 0.10 0.099
H 1.935201 -3.677032 0.351440 -0.14 -0.01 0.00 0.129
H 4.229226 -4.630198 0.625242 0.04 -0.14 0.00 0.108
H 6.155444 -3.100471 0.124103 0.12 -0.01 -0.01 0.108
H 5.720416 -0.844105 -0.642390 0.00 0.14 -0.03 0.112
H -4.199987 2.906933 -1.535767 0.04 -0.01 0.23 0.109
H -4.571648 4.723129 -3.178531 0.25 0.03 0.18 0.115
H -4.068537 4.515208 -4.853251 0.22 0.13 0.02 0.113
H -6.073586 3.501209 -5.478159 0.20 -0.20 -0.08 0.119
H -6.610202 4.592808 -4.211089 0.11 0.24 -0.11 0.108
H -8.397771 2.702989 -2.737628 -0.03 0.03 -0.13 0.134
H -6.849444 4.386451 -0.414736 -0.05 0.02 -0.17 0.109
H -6.204599 3.577294 1.817307 0.05 0.07 0.09 0.100
H -6.037730 1.177309 2.246101 -0.01 -0.22 0.05 0.083
H -6.580096 -0.470150 0.436602 0.00 -0.11 0.03 0.103
H -7.217310 0.352532 -1.782887 -0.04 0.03 -0.16 0.110
H -3.071665 2.385131 -5.618596 0.01 0.03 -0.09 0.116
H -1.840565 0.381859 -5.066698 0.14 -0.24 0.15 0.117
H -2.186801 -1.578194 -2.702615 0.13 -0.12 -0.17 0.153
C 4.674996 -8.463098 4.175997 0.22 0.02 -0.23 -0.022
C 4.512752 -7.003838 4.517563 -0.02 -0.40 -0.08 -0.332
C 3.244964 -6.360499 4.008530 -0.13 0.09 0.11 -0.095
O 3.635872 -4.985109 3.894562 0.01 -0.09 -0.05 0.054
C 4.974793 -4.962943 3.667225 0.05 -0.01 0.00 -0.569
O 5.586714 -4.001348 3.338693 0.02 0.03 -0.03 0.164
O 5.508094 -6.195138 3.862675 -0.10 0.13 0.08 0.084
H 4.519301 -8.633063 3.109755 -0.05 0.03 0.00 0.090
H 5.682380 -8.801775 4.414970 -0.03 0.00 0.10 0.089
H 3.960762 -9.066396 4.735799 -0.01 0.03 0.03 0.091
H 4.622137 -6.852623 5.595252 -0.03 0.07 0.00 0.159
H 2.400749 -6.465956 4.685302 0.01 0.19 0.03 0.139
H 2.963192 -6.721923 3.016411 0.05 -0.10 0.02 0.138
```
Positions in Å, forces in eV/Å.

multiplicity = 1
lowest unoccupied orbital energy = 0.1 eV
molecular weight = 993.86 g mol⁻¹
E_tot = -3910.39728 hartree
Kohn-Sham gap = 0.3022 Ha
E_HOMO = -8.1 eV
largest force on an atom = 2.1 eV Å⁻¹